(1)
55
Properties=species:S:1:pos:R:3:lowdin_charge:R:1 method="wB97M-V/def2-TZVPD" total_charge=0 lumo_ev=0.4 e_tot_ev=-157062.4411 gap_ev=8.88 fmax_ev_per_a=2.74
C 0.1471 -0.7887 -1.3091 -0.23
S 1.4907 -0.0238 -0.2737 0.84
O 1.0811 1.4510 -0.2312 -0.63
C 0.8310 -0.8106 1.2453 -0.25
H 0.2377 -0.5776 -2.3991 0.07
H -0.7973 -0.4564 -0.9221 0.03
H 0.2774 -1.8822 -1.1529 0.03
H -0.2552 -0.8782 1.1855 0.03
H 1.1130 -0.2408 2.1313 0.00
H 1.1628 -1.8686 1.3952 0.05
N -1.9081 1.8134 0.8326 0.02
C -2.3152 1.5090 2.1023 -0.17
C -3.6236 1.8664 2.1967 -0.13
C -4.0447 2.4329 0.9788 -0.09
C -2.9571 2.3251 0.1128 -0.12
H -0.9599 1.6671 0.4773 0.09
H -1.5725 1.2570 2.8474 0.10
H -4.1946 1.8228 3.1088 0.10
H -5.0337 2.6916 0.7422 0.08
H -2.7944 2.7596 -0.8603 0.09
N -0.6140 -3.8111 0.0849 -0.01
C -0.5130 -4.1778 -1.2212 -0.16
C 0.6125 -4.9724 -1.3261 -0.09
C 1.2511 -4.9509 -0.0434 -0.11
C 0.4466 -4.2858 0.7754 -0.20
H -1.3199 -3.0949 0.3651 0.09
H -1.3222 -3.9320 -1.9118 0.11
H 1.0094 -5.4889 -2.1678 0.06
H 2.1958 -5.4521 0.2040 0.11
H 0.5227 -4.2101 1.8422 0.11
C 1.5413 2.6366 2.6506 -1.01
Cl 0.2919 3.6283 3.4633 0.52
Cl 2.3580 1.5459 3.7699 0.54
H 1.0269 2.1123 1.8762 -0.05
H 2.3001 3.2988 2.2452 0.03
C 3.1914 3.3453 -1.5866 -1.00
Cl 3.5212 1.7461 -2.2992 0.51
Cl 4.1649 4.5586 -2.4435 0.50
H 2.1641 3.5976 -1.7914 -0.01
H 3.5311 3.4379 -0.5781 0.01
C -4.1571 -1.5227 0.6328 -1.01
Cl -3.5775 -2.6856 1.7464 0.58
Cl -3.8891 -2.1408 -1.0368 0.48
H -5.2234 -1.3808 0.6640 0.03
H -3.5154 -0.6419 0.6843 -0.01
C -0.0613 5.5376 0.1234 -1.01
Cl -0.6057 5.0965 -1.4938 0.52
Cl -1.3448 6.2031 1.1854 0.48
H 0.2736 4.6069 0.6319 0.00
H 0.5800 6.4037 0.0568 0.01
C 3.9340 -3.8747 -3.4130 -1.10
Cl 2.8742 -4.6966 -4.4642 0.57
Cl 3.4787 -2.2027 -3.0411 0.51
H 4.0832 -4.4438 -2.4827 0.04
H 4.9062 -3.8587 -3.9088 0.02

***

(2)
48
Properties=species:S:1:pos:R:3:lowdin_charge:R:1 method="wB97M-V/def2-TZVPD" total_charge=+1 lumo_ev=-4.7 e_tot_ev=-49576.8868 gap_ev=8.54 fmax_ev_per_a=1.10
C 1.5764 -4.0348 0.7017 -0.12
C 0.7040 -3.3660 1.7636 -0.26
C -0.7756 -3.2653 1.3045 -0.19
C -1.3451 -1.8356 1.4166 -0.21
C -2.3333 -1.5439 0.2933 -0.21
C -2.8119 -0.0852 0.1618 -0.18
C -1.7720 1.0154 0.4031 -0.20
C -1.0393 1.5153 -0.8535 -0.21
C -0.6341 0.4337 -1.8612 -0.17
C 0.7542 0.6932 -2.4824 -0.10
C 1.8066 0.6997 -1.4259 -0.17
C 1.8540 -0.2094 -0.3482 0.07
C 2.8723 -0.0546 0.5584 0.10
C 3.8255 0.9758 0.3904 -0.36
O 4.8170 1.1289 1.2703 -0.03
N 4.2562 1.7418 2.5917 0.11
O 4.4913 1.0721 3.4633 0.20
N 3.7734 1.8014 -0.6234 0.21
N 2.7743 1.6046 -1.4719 0.12
H 1.1118 -4.9629 0.3776 0.08
H 1.6992 -3.4053 -0.1820 0.06
H 2.5681 -4.2802 1.0761 0.07
H 1.1070 -2.3807 2.0030 0.08
H 0.7694 -3.9886 2.6529 0.10
H -1.3408 -3.9618 1.9150 0.11
H -0.7907 -3.5588 0.2570 0.10
H -1.8145 -1.6978 2.3890 0.13
H -0.4831 -1.1677 1.3956 0.07
H -3.2190 -2.1460 0.5020 0.12
H -1.9526 -1.9385 -0.6475 0.09
H -3.6639 0.0719 0.8172 0.11
H -3.1879 0.0401 -0.8551 0.11
H -2.3036 1.8777 0.8024 0.09
H -1.0340 0.7545 1.1594 0.09
H -1.6687 2.2444 -1.3586 0.03
H -0.1726 2.0889 -0.5105 0.10
H -1.3457 0.4378 -2.6821 0.13
H -0.6295 -0.5687 -1.4456 0.09
H 0.9593 -0.0894 -3.2107 0.14
H 0.7175 1.6688 -2.9669 0.13
H 1.1161 -0.9895 -0.2674 0.11
H 2.9645 -0.7103 1.4129 0.13
H 2.7625 2.2492 -2.2548 0.19
C -3.0829 5.4020 -1.1801 -0.99
Cl -2.0870 4.9390 0.2073 0.52
Cl -3.3416 4.0483 -2.2904 0.53
H -4.0465 5.7377 -0.8178 0.03
H -2.5785 6.1956 -1.7170 0.03

***

(3)
54
Properties=species:S:1:pos:R:3:lowdin_spin:R:1 method="wB97M-V/def2-TZVPD" total_charge=+2 de_lowest_kj_mol=0.00 lumo_ev="-7.4 / -6.0" s_squared=8.761 multiplicity=6 e_tot_ev=-76384.3286 gap_ev="6.32 / 7.78" fmax_ev_per_a=2.76
Sm 0.4224 0.8682 -0.1750 5.07
P 2.5874 -1.1845 0.1046 -0.01
C 2.4511 -1.0285 -1.7325 0.00
C 1.1964 -1.5648 -2.3254 0.00
N 0.0188 -1.0317 -1.8793 -0.01
C -1.1521 -1.5087 -2.3673 0.00
C -1.1580 -2.5384 -3.3027 0.00
C 0.0435 -3.0627 -3.7918 0.00
C 1.2325 -2.5577 -3.2940 0.00
C -2.4604 -0.9685 -1.8551 0.00
P -2.3532 0.6683 -1.0095 -0.01
H 2.2019 -2.9463 -3.5827 0.00
H -2.1183 -2.9301 -3.6377 0.00
H 0.0523 -3.8391 -4.5646 0.00
H -3.1749 -0.8781 -2.6791 0.00
H -2.8958 -1.6665 -1.1281 0.00
H 2.4206 0.3464 -1.9065 0.00
H 3.3642 -1.3753 -2.2347 0.00
H 0.8976 3.8455 -0.9016 0.00
O 1.9995 1.4935 -1.6904 -0.01
H 2.1141 2.1148 -2.4359 0.00
H -0.0256 2.3161 1.9040 0.00
O 0.0637 3.4500 -0.6795 0.00
H -0.5214 4.2549 -0.4327 0.00
C -2.5969 1.7976 -2.4060 0.00
H -3.6098 1.7081 -2.8118 0.00
H -2.4454 2.8350 -2.0859 0.00
H -1.8806 1.5887 -3.2084 0.00
C -3.9438 0.7187 -0.1472 0.00
H -3.8944 1.4628 0.6569 0.00
H -4.7589 1.0004 -0.8228 0.00
H -4.1842 -0.2487 0.3080 0.00
C 2.6136 -2.9417 0.5071 0.00
H 3.6123 -3.3702 0.3822 0.00
H 2.3275 -3.0230 1.5619 0.00
H 1.8934 -3.5040 -0.0906 0.00
C 4.3543 -0.7165 0.4032 0.00
H 4.4088 -0.3884 1.4590 0.00
H 5.0286 -1.5839 0.2602 0.00
H 4.6650 0.1204 -0.2499 0.00
C -1.9590 1.2683 3.6689 0.00
C -0.4848 1.0472 3.4471 0.00
O -0.1049 1.3541 2.0015 -0.01
C 0.3579 2.1232 4.2238 0.00
F 0.4445 1.9047 5.5530 0.00
F 1.6213 2.2489 3.7248 0.00
F -0.2431 3.3609 4.0533 0.00
C -0.0049 -0.4042 3.5366 0.00
F -0.3720 -1.0529 4.6618 0.00
F -0.5141 -1.0700 2.4382 0.00
F 1.3510 -0.4904 3.4128 0.00
H -2.1779 2.3313 3.4641 0.00
H -2.1997 1.0315 4.7225 0.00
H -2.5099 0.6152 2.9731 0.00

***

(4)
53
Properties=species:S:1:pos:R:3:lowdin_charge:R:1 method="wB97M-V/def2-TZVPD" total_charge=-1 de_lowest_kj_mol=30.26 lumo_ev=2.3 e_tot_ev=-120986.7875 gap_ev=6.42 fmax_ev_per_a=0.76
Fe -0.2514 0.2600 0.0337 0.25
N 0.4555 -1.6982 0.2499 0.00
C -0.0151 -2.5155 -0.8711 -0.23
C -0.1768 -1.6359 -2.1056 -0.21
N -0.9837 -0.4493 -1.7436 -0.02
H 1.4590 -1.5562 0.1820 0.10
H 0.2846 -2.1487 1.1491 0.00
H -0.9849 -2.9398 -0.5961 0.10
H 0.6455 -3.3601 -1.0879 0.11
H -0.6203 -2.2014 -2.9298 0.11
H 0.8017 -1.2701 -2.4179 0.11
H -1.9800 -0.6348 -1.7916 0.10
H -0.7950 0.3183 -2.3795 0.07
C 0.9143 -5.0157 3.9125 -0.41
S 1.3756 -4.5361 2.2286 0.76
C 2.4427 -3.1894 2.5480 -1.06
C 2.0645 -1.9960 3.1000 -1.20
S 0.5284 -1.4765 3.6120 0.50
S 3.4177 -0.8718 3.2772 0.88
C 4.6965 -1.8551 2.6664 -1.54
S 6.2731 -1.3682 2.5614 0.44
S 4.1432 -3.4061 2.1762 0.86
H 0.1854 -5.8219 3.8280 0.02
H 0.4651 -4.1561 4.4081 -0.01
H 1.7883 -5.3659 4.4582 0.03
C -3.5184 -0.6583 3.3950 -0.07
C -2.6634 0.4306 3.4578 -0.06
C -1.8107 0.6812 2.4009 -0.15
N -1.7620 -0.0860 1.3050 -0.02
C -2.5821 -1.1367 1.2574 -0.12
C -3.4756 -1.4553 2.2640 -0.06
H -4.1917 -0.8863 4.2109 0.10
H -2.6343 1.0780 4.3230 0.11
H -1.1087 1.5051 2.4184 0.10
H -2.5141 -1.7551 0.3692 0.10
H -4.1085 -2.3262 2.1595 0.10
O 1.5170 0.6028 -0.8699 -0.14
C 2.0239 1.1677 0.1437 -0.53
O 1.3929 1.3256 1.2010 -0.07
H 3.0602 1.5318 0.0592 0.13
C -0.8062 3.8877 0.7214 -0.24
Si -1.0522 2.4264 -0.4883 0.51
C -2.9400 2.4976 -0.8604 -0.26
C -0.3125 3.1411 -2.1112 -0.25
H -1.3327 4.7796 0.3636 0.01
H 0.2588 4.1238 0.7982 0.02
H -1.1575 3.6823 1.7364 0.00
H -3.2711 3.4957 -1.1688 0.01
H -3.5238 2.2099 0.0213 0.00
H -3.2100 1.8014 -1.6647 0.00
H -0.5839 4.1921 -2.2601 0.01
H -0.6704 2.5925 -2.9921 0.00
H 0.7778 3.0650 -2.1090 0.01

***

(5)
45
Properties=species:S:1:pos:R:3:lowdin_charge:R:1 method="wB97M-V/def2-TZVPD" total_charge=0 de_lowest_kj_mol=1293.60 lumo_ev=0.6 e_tot_ev=-23040.6704 gap_ev=9.33 fmax_ev_per_a=12.74 smiles="CCCC(=O)N1CCC(CCC(=O)NC2CC2)CC1"
C -5.7200 1.8138 -0.8605 -0.14
C -5.7358 0.9330 0.2954 -0.35
C -4.3610 0.6907 0.8592 -0.12
C -3.7247 -0.4497 -0.0008 -0.31
O -4.2704 -1.1236 -1.0938 -0.11
N -2.5770 -0.8239 0.4668 -0.10
C -1.8458 -0.2644 1.6471 0.00
C -0.6686 0.7275 0.8039 -0.08
C 0.1825 -0.0732 -0.0801 -0.49
C 1.4425 0.4810 -0.7005 -0.21
C 2.5951 -0.1112 -1.0817 -0.21
C 3.2657 -0.9101 -0.0989 -0.28
O 2.8479 -1.9973 0.6023 -0.07
N 4.3570 -0.3951 0.6374 0.13
C 4.8633 0.9435 0.2405 -0.25
C 6.4540 1.3427 0.3792 -0.10
C 5.8728 1.0444 -0.8492 -0.26
C -0.5611 -0.7282 -1.1033 -0.16
C -1.6895 -1.5764 -0.3916 -0.14
H -5.3565 2.7045 -0.6862 0.01
H -6.8058 1.9091 -1.3116 0.12
H -5.3174 1.3461 -1.7842 0.09
H -6.4014 1.3842 1.2167 0.14
H -6.5389 0.0874 0.2770 0.14
H -3.9422 1.5556 0.9847 0.04
H -4.7597 0.3028 1.9807 0.19
H -2.4119 0.4912 2.0005 0.03
H -1.3310 -0.9247 2.3552 0.13
H -0.0012 1.0975 1.7060 0.13
H -1.0939 1.7125 0.3169 0.15
H 0.7566 -0.9446 0.4758 0.17
H 0.9458 1.2343 -1.2940 0.13
H 1.8435 1.3054 0.2450 0.19
H 3.2886 0.2366 -1.6740 0.09
H 2.2163 -0.8040 -1.8168 0.15
H 4.8604 -0.7000 1.3339 0.06
H 4.2275 2.0186 -0.0118 0.19
H 6.6534 2.3430 0.7851 0.10
H 6.8373 0.4989 1.1098 0.14
H 5.8536 1.8205 -1.7492 0.16
H 6.0259 0.1422 -1.2612 0.06
H -0.0036 -1.5525 -1.7741 0.18
H -0.9443 0.1246 -1.6819 0.13
H -2.3980 -2.1681 -1.1961 0.16
H -1.3538 -2.4898 0.2154 0.15

***

(6)
59
Properties=species:S:1:pos:R:3:lowdin_spin:R:1 method="wB97M-V/def2-TZVPD" total_charge=+1 lumo_ev="-3.3 / -10.8" s_squared=0.758 multiplicity=2 e_tot_ev=-52818.5194 gap_ev="9.23 / 1.63" fmax_ev_per_a=7.49
C -2.8179 -6.8386 20.5279 0.00
C -3.6359 -6.9548 19.1463 0.00
O -2.8483 -6.2822 18.2064 0.00
C -1.5946 -5.9264 18.8234 0.00
O -0.7010 -5.3199 18.2213 0.00
O -1.6725 -6.2400 20.1499 0.00
H -2.5299 -7.7225 21.0969 0.00
H -3.2456 -6.1516 21.2582 0.00
H -4.6499 -6.5597 19.2081 0.00
H -3.7957 -8.0250 19.0153 0.00
C 0.7924 -8.7404 18.4609 0.10
C 0.9343 -9.7020 19.5982 0.08
O 2.2428 -9.5719 19.9678 0.17
C 2.8822 -8.6481 19.2266 0.02
O 4.0525 -8.3730 19.2547 0.11
O 1.9731 -8.0107 18.4833 0.29
H -0.1121 -8.1420 18.5699 0.04
H 0.7300 -9.2602 17.5048 0.06
H 0.7181 -10.7063 19.2340 0.01
H 0.2731 -9.3561 20.3927 0.05
C -4.1713 -10.5816 22.5806 0.00
C -4.6100 -9.7619 23.8163 0.00
O -5.1875 -10.7577 24.5763 0.00
C -5.4210 -11.8134 23.9357 0.00
O -5.9919 -12.8293 24.4115 0.01
O -5.0840 -11.6469 22.6804 0.00
H -3.1975 -11.0675 22.5203 0.00
H -4.1838 -9.9732 21.6763 0.00
H -5.4739 -9.1154 23.6621 0.00
H -3.8917 -9.2160 24.4280 0.00
C -0.6068 -5.4900 26.5841 0.00
C -1.1913 -5.8493 25.2743 0.00
O -0.4953 -4.9440 24.4553 0.00
C 0.4950 -4.3689 25.0086 0.00
O 1.2075 -3.5355 24.5352 0.00
O 0.6179 -4.8870 26.1964 0.00
H -0.5031 -6.3590 27.2339 0.00
H -1.2800 -4.7856 27.0727 0.00
H -2.2771 -5.8667 25.1805 0.00
H -1.0781 -6.8794 24.9363 0.00
C -5.0181 -7.2135 27.4503 0.00
C -4.9896 -8.4682 28.2469 0.00
O -3.6611 -8.9162 28.1089 0.00
C -3.1758 -8.3458 26.9426 0.00
O -2.1446 -8.6351 26.3338 0.00
O -4.0230 -7.3575 26.4542 0.00
H -4.9803 -6.2690 27.9931 0.00
H -5.9709 -7.1133 26.9304 0.00
H -5.6656 -9.2164 27.8330 0.00
H -5.2766 -8.2999 29.2850 0.00
O -1.2290 -9.4774 23.1336 0.00
H -0.5375 -8.8178 23.1880 0.00
H -1.4495 -9.6696 24.0450 0.00
O -1.1444 -11.2897 21.0353 0.06
H -0.4146 -11.9058 21.0996 0.00
H -1.1198 -10.8018 21.8585 0.00
O 1.0318 -8.4357 24.4293 0.00
H 1.9010 -8.7041 24.1315 0.00
H 1.1493 -8.2279 25.3563 0.00